# 1
{
  "formula": "C12H24BrCl5N3O3P2",
  "method": "the ωB97M-V functional and the def2-TZVPD basis",
  "species": ["C", "C", "C", "C", "C", "C", "C", "O", "C", "N", "C", "N", "P", "O", "Cl", "N", "Br", "C", "Cl", "P", "C", "O", "H", "H", "H", "H", "H", "H", "H", "H", "H", "H", "H", "H", "H", "H", "H", "H", "H", "H", "H", "H", "H", "H", "H", "C", "Cl", "Cl", "Cl", "H"],
  "positions_angstrom": [[1.386419, -2.749653, 3.755584], [1.482655, -2.319939, 2.284698], [0.807016, -0.955375, 2.008365], [-0.033194, -0.859104, 0.739860], [0.674397, -1.207268, -0.598036], [2.204017, -1.190377, -0.635224], [2.877737, 0.142580, -0.294575], [3.673703, 0.524274, -1.384414], [4.594065, 1.561525, -1.089187], [-0.537973, 0.571721, 0.618783], [-1.670640, 0.522723, -0.094243], [-2.227658, 1.573613, -0.673341], [-1.534628, 3.208100, -0.605914], [-2.628335, 3.874698, -1.591286], [-2.220888, 3.766351, 1.229854], [-2.216691, -0.719332, -0.130965], [-2.857927, -1.340613, -1.750779], [-1.440223, -1.542905, 0.830249], [-2.210491, -1.185857, 2.427134], [-1.580096, -3.416326, 0.865417], [-3.417150, -3.573590, 0.771250], [-1.113084, -3.782469, -0.682121], [0.560201, -2.258425, 4.270940], [1.261930, -3.828086, 3.846824], [2.299066, -2.489688, 4.293213], [2.537712, -2.226258, 2.025427], [1.086528, -3.093219, 1.624863], [0.162125, -0.716378, 2.850362], [1.565487, -0.170176, 1.994745], [0.327472, -0.513898, -1.371957], [0.350784, -2.191131, -0.928410], [2.625994, -1.999546, -0.046085], [2.482874, -1.404978, -1.669153], [2.139931, 0.934909, -0.074372], [3.492575, 0.043615, 0.611465], [4.743350, 2.150830, -1.991834], [5.547999, 1.142648, -0.757484], [4.215655, 2.227250, -0.305826], [0.120140, 1.233159, 0.213952], [-3.104328, 1.419982, -1.159525], [-3.324590, 4.371447, -1.132257], [-3.748063, -4.065653, 1.683920], [-3.647117, -4.189814, -0.098476], [-3.930766, -2.620155, 0.666351], [-0.894908, -4.726044, -0.729741], [-1.762462, 6.348967, -3.880388], [-1.611599, 7.997524, -3.278942], [-3.364965, 6.065465, -4.561789], [-0.501329, 5.978127, -5.053648], [-1.640725, 5.676749, -3.043283]],
  "forces_ev_per_angstrom": [[0.113, -0.016, -0.039], [0.141, 0.260, -0.050], [0.174, -0.303, 0.167], [-0.147, 0.522, 0.249], [0.149, -0.262, 0.007], [-0.037, 0.198, -0.173], [0.151, -0.201, 0.207], [-0.095, 0.081, -0.111], [-0.008, 0.094, 0.112], [-0.027, -0.351, -0.549], [-0.243, 0.086, -0.210], [0.158, 0.080, -0.081], [-0.150, -0.143, -0.271], [0.155, 0.104, 0.290], [-0.050, 0.058, 0.080], [0.326, -0.190, 0.286], [-0.197, 0.082, 0.035], [0.161, 0.076, -0.396], [-0.081, -0.096, 0.163], [-0.067, -0.121, 0.114], [0.208, 0.183, -0.060], [-0.154, -0.276, -0.017], [-0.079, -0.128, -0.039], [-0.037, 0.024, 0.016], [-0.055, 0.044, 0.019], [-0.013, -0.130, -0.039], [-0.117, 0.005, 0.068], [-0.005, 0.122, -0.043], [-0.044, 0.029, -0.164], [-0.097, -0.026, 0.052], [0.002, -0.041, 0.029], [-0.044, 0.006, 0.072], [-0.002, 0.004, 0.025], [0.021, 0.027, -0.065], [-0.020, 0.017, -0.033], [0.058, -0.090, -0.018], [-0.014, 0.026, -0.002], [-0.036, -0.014, -0.046], [0.186, 0.169, 0.562], [-0.040, 0.062, 0.025], [-0.048, -0.075, -0.163], [-0.114, -0.003, -0.069], [-0.022, -0.081, 0.080], [-0.089, -0.059, 0.056], [0.125, 0.260, -0.073], [0.032, 0.018, -0.022], [-0.004, -0.006, 0.001], [-0.017, -0.012, 0.020], [-0.001, 0.002, -0.003], [-0.005, -0.015, 0.002]],
  "spin_multiplicity": 1,
  "charge": 1,
  "gap_ev": 8.24,
  "molar_mass_da": 577.5,
  "lumo_energy_ev": -4.019
}



# 2
{
  "formula": "C12H24CdClF6O16P",
  "method": "the ωB97M-V functional and the def2-TZVPD basis",
  "species": ["Cd", "P", "F", "F", "F", "F", "F", "F", "Cl", "O", "O", "O", "O", "C", "O", "C", "O", "O", "C", "H", "H", "H", "H", "H", "H", "C", "O", "C", "O", "O", "C", "H", "H", "H", "H", "H", "H", "C", "O", "C", "O", "O", "C", "H", "H", "H", "H", "H", "H", "C", "O", "C", "O", "O", "C", "H", "H", "H", "H", "H", "H"],
  "positions_angstrom": [[-24.828729, -18.894588, -3.975576], [-22.501290, -16.156087, -3.910643], [-21.430873, -16.312350, -5.096433], [-23.291187, -17.473290, -4.545236], [-21.759231, -17.169557, -2.903522], [-23.716760, -16.038516, -2.819442], [-21.725386, -14.911519, -3.282071], [-23.345237, -15.151555, -4.878296], [-27.195758, -22.067689, -3.790370], [-26.381758, -23.180719, -4.162902], [-28.326852, -21.985186, -4.688781], [-27.599971, -22.159479, -2.421938], [-26.417748, -20.849919, -3.952204], [-26.280760, -15.572154, -4.589543], [-27.576819, -16.180851, -4.514658], [-27.673138, -17.355643, -3.905958], [-26.723791, -17.981846, -3.482853], [-28.865982, -17.864957, -3.997370], [-30.014829, -17.042270, -4.120251], [-26.274628, -14.611597, -5.100017], [-25.669418, -16.228448, -5.205307], [-25.875487, -15.410445, -3.596837], [-30.893337, -17.636752, -3.872755], [-30.113050, -16.754461, -5.168777], [-30.103017, -16.156430, -3.492760], [-22.816070, -20.902953, -0.636402], [-23.536720, -19.784356, -0.076321], [-24.156976, -19.054608, -0.967474], [-24.072161, -19.243352, -2.163175], [-24.791370, -18.014656, -0.504726], [-25.147562, -18.042673, 0.885183], [-23.559197, -21.692108, -0.782147], [-22.177553, -21.310674, 0.142645], [-22.294594, -20.696145, -1.562909], [-25.732295, -17.186608, 1.215173], [-24.283874, -18.100190, 1.541328], [-25.826883, -18.887052, 1.012100], [-24.311348, -21.976313, -6.615482], [-23.352097, -22.394593, -5.646391], [-22.959570, -21.529555, -4.747947], [-23.397980, -20.405849, -4.681122], [-21.990772, -21.924843, -3.976314], [-21.514114, -23.267662, -4.058525], [-25.058756, -21.299255, -6.205178], [-24.829585, -22.898204, -6.869339], [-23.853839, -21.528221, -7.495297], [-20.776120, -23.397603, -3.271875], [-20.971210, -23.396480, -4.997678], [-22.329725, -23.982501, -3.980650], [-23.764898, -17.252154, -7.659517], [-25.118472, -17.623310, -8.013686], [-25.774508, -18.383369, -7.175439], [-25.384687, -18.701290, -6.074760], [-26.880483, -18.818648, -7.745071], [-27.628273, -19.769514, -6.949117], [-23.231453, -17.886690, -6.961103], [-23.816099, -16.267886, -7.186506], [-23.302886, -17.066361, -8.623599], [-27.203856, -20.759122, -7.112869], [-28.563267, -19.832338, -7.512651], [-27.848143, -19.521756, -5.916806]],
  "forces_ev_per_angstrom": [[-1.266, -0.449, -1.263], [0.206, 1.281, 0.654], [0.154, -0.385, 0.469], [0.104, 0.282, -0.684], [0.265, 0.004, -0.493], [0.128, -0.058, -0.183], [-0.095, -0.191, 0.004], [-0.240, -0.434, -0.002], [-0.737, 0.016, -0.398], [0.515, -0.467, -0.041], [0.151, 0.070, 0.419], [-0.163, -0.079, 0.039], [0.693, 0.826, -0.181], [0.772, -0.262, -0.109], [-0.732, 0.641, 0.270], [0.886, 0.644, -1.623], [-0.730, 0.334, 0.672], [-0.445, -0.575, 1.421], [-1.289, 0.295, -1.048], [-0.856, -0.068, -0.013], [0.374, 0.006, 0.346], [0.199, -0.292, 0.007], [0.340, -0.390, 0.000], [0.004, 0.197, 0.116], [0.857, -0.042, 0.139], [-0.643, -1.362, 0.550], [0.344, -0.141, -0.176], [0.528, 0.787, 0.130], [0.827, -0.811, 1.668], [-0.581, 0.537, 0.448], [-0.606, -0.469, 0.767], [0.045, 0.098, -0.438], [0.258, 0.554, 0.044], [0.023, 0.349, 0.088], [0.223, 0.425, -0.883], [0.117, -0.222, -0.183], [0.314, -0.179, 0.282], [-1.094, -0.346, -0.103], [0.483, -0.544, -0.053], [-0.363, 0.365, -0.910], [0.284, 0.358, 0.070], [0.324, -0.105, 0.934], [0.526, -0.341, -0.524], [0.241, 0.007, 0.256], [0.051, 0.075, -0.230], [0.338, -0.050, 0.130], [-0.271, 0.131, 0.232], [-0.266, -0.097, -0.048], [0.046, 0.020, 0.047], [-0.250, 1.756, -0.110], [0.278, -0.286, 0.120], [-0.053, -0.202, -1.143], [-0.093, -0.043, 0.187], [0.172, 0.305, 0.968], [-1.202, -0.735, -1.584], [-0.230, -0.555, -0.341], [-0.022, -0.102, 0.159], [0.359, -0.488, 0.081], [0.348, 0.093, 0.672], [-0.095, 0.171, 0.339], [0.544, 0.142, 0.040]],
  "spin_multiplicity": 1,
  "charge": 0,
  "gap_ev": 9.88,
  "molar_mass_da": 717.1,
  "e_above_lowest_kcal_mol": 17.05,
  "lumo_energy_ev": 0.373
}



# 3
{
  "formula": "C12H24Cl12",
  "method": "the ωB97M-V functional and the def2-TZVPD basis",
  "species": ["Cl", "C", "C", "Cl", "H", "H", "H", "H", "Cl", "C", "C", "Cl", "H", "H", "H", "H", "Cl", "C", "C", "Cl", "H", "H", "H", "H", "Cl", "C", "C", "Cl", "H", "H", "H", "H", "Cl", "C", "C", "Cl", "H", "H", "H", "H", "Cl", "C", "C", "Cl", "H", "H", "H", "H"],
  "positions_angstrom": [[-6.596784, -2.359132, 7.766965], [-5.529062, -2.549439, 6.241858], [-4.356888, -1.613129, 6.312963], [-4.918216, -0.019667, 5.957502], [-6.103904, -2.417871, 5.325149], [-5.060691, -3.527131, 6.128532], [-3.499392, -1.785595, 5.662545], [-3.977108, -1.616241, 7.334661], [7.889593, 3.687628, -1.840184], [7.740618, 1.882742, -2.139152], [8.831800, 1.015226, -1.512683], [10.289934, 1.216160, -2.531077], [7.748491, 1.737003, -3.219352], [6.710321, 1.588510, -1.939145], [8.616852, -0.052052, -1.459768], [9.102589, 1.269427, -0.487916], [1.866892, -2.871033, 5.027565], [1.658930, -3.240740, 6.727819], [2.833347, -2.674123, 7.538372], [2.466974, -0.895237, 7.852706], [1.800836, -4.319564, 6.791884], [0.643516, -3.011523, 7.051072], [3.853164, -2.775833, 7.167264], [2.771163, -3.188797, 8.497200], [1.465842, 0.972856, -0.777299], [0.649521, -0.471046, -0.215846], [-0.577775, -0.158027, 0.687115], [-1.956724, 0.753000, -0.091006], [1.321099, -1.104100, 0.364097], [0.363557, -1.096116, -1.061783], [-0.203702, 0.524138, 1.450539], [-0.941361, -0.965622, 1.322505], [-7.184292, 1.303945, -3.265564], [-6.305713, 0.521234, -4.583068], [-6.964061, 0.772393, -5.936891], [-7.084299, 2.560355, -6.192927], [-6.439864, -0.547966, -4.419008], [-5.264314, 0.744599, -4.351360], [-7.993231, 0.418352, -5.996436], [-6.427337, 0.381933, -6.801517], [1.041428, 4.699689, -6.684707], [1.472579, 3.131092, -5.970442], [0.932101, 2.123636, -7.014685], [-0.837487, 2.315646, -7.207355], [0.973539, 3.038132, -5.005864], [2.548292, 3.096534, -5.797969], [1.205852, 1.099911, -6.759444], [1.423373, 2.405844, -7.945869]],
  "forces_ev_per_angstrom": [[1.019, -0.439, -1.676], [0.422, -0.640, 0.033], [0.130, 0.077, 0.922], [-0.241, 1.770, -0.261], [-0.357, 0.325, 0.438], [-0.628, -0.502, 0.804], [-0.398, -0.598, -0.244], [0.055, 0.009, -0.017], [0.045, -1.306, -0.040], [-0.534, -0.002, -0.507], [0.066, 0.513, 0.095], [0.247, -0.164, 0.201], [0.527, 0.294, -0.024], [0.147, 0.094, 0.944], [-0.397, 0.119, -0.506], [-0.104, 0.452, -0.163], [-0.247, 0.361, -0.865], [1.622, -1.014, 0.091], [-1.786, 0.865, 0.949], [0.550, -0.844, -0.092], [-0.287, -0.143, -0.004], [0.420, 0.417, 0.200], [-0.457, 0.037, -0.495], [0.178, 0.321, 0.208], [0.157, 0.223, -0.077], [-1.683, -1.139, 0.486], [0.828, 1.235, 0.402], [0.827, -0.847, 0.213], [0.192, 0.350, 0.172], [-0.071, 0.333, -0.189], [-0.025, 0.324, -0.143], [-0.216, -0.480, -0.868], [-0.427, 0.182, 0.367], [-0.557, -1.283, 0.082], [0.369, 1.371, 0.039], [0.054, -0.180, -0.335], [0.178, -0.125, 0.146], [-0.037, 0.276, -1.044], [0.183, -0.140, 0.410], [0.246, -0.097, 0.336], [0.428, 0.835, 0.410], [-0.962, -0.376, -0.444], [0.968, 0.473, 0.610], [0.393, -0.507, 0.055], [-0.077, 0.022, -0.125], [-0.067, -0.167, -0.373], [-0.372, -0.009, 0.025], [-0.318, -0.275, -0.146]],
  "spin_multiplicity": 1,
  "charge": 0,
  "gap_ev": 10.62,
  "molar_mass_da": 593.8,
  "e_above_lowest_kcal_mol": 53.26,
  "lumo_energy_ev": 0.099
}